{"formula": "C18H46ClN15O7P", "method": "ωB97M-V/def2-TZVPD", "species": ["P", "C", "H", "H", "N", "O", "C", "N", "C", "H", "C", "H", "C", "N", "C", "H", "H", "O", "H", "H", "N", "C", "C", "N", "O", "C", "H", "H", "C", "O", "H", "H", "H", "H", "H", "N", "H", "O", "H", "C", "H", "C", "C", "C", "H", "H", "C", "O", "H", "H", "H", "H", "N", "H", "H", "H", "H", "N", "N", "H", "H", "O", "H", "N", "H", "Cl", "N", "H", "H", "N", "H", "C", "H", "H", "H", "H", "C", "H", "C", "H", "H", "N", "H", "H", "H", "H", "N", "N"], "positions_angstrom": [[0.504, 2.564, -0.219], [-4.536, 0.852, -0.726], [-5.933, 1.879, -1.989], [1.614, 0.995, 6.301], [1.963, 3.135, -5.378], [4.148, -0.862, 6.795], [-4.106, 1.484, -3.011], [3.363, 0.789, 8.139], [-2.407, 0.368, -1.697], [-1.368, 2.896, -1.865], [-0.042, 1.694, 1.319], [6.735, -2.755, 2.518], [0.101, 0.612, -2.255], [1.052, -3.306, 3.154], [3.993, 1.478, 1.984], [4.355, 0.728, 3.819], [-0.264, 1.377, -2.936], [2.828, 1.094, 1.966], [-5.220, 0.804, 0.114], [-7.776, 2.649, -7.050], [4.436, -1.701, 2.543], [3.327, 0.011, 7.017], [0.783, -2.419, 2.167], [-0.559, -5.816, 1.912], [-0.039, 2.111, -5.095], [-3.263, 0.318, -0.606], [-2.167, 0.939, -3.733], [3.946, 2.304, 0.152], [0.716, 2.780, -5.793], [-8.707, 0.427, -6.450], [-4.439, 1.947, -3.931], [-1.930, -7.952, 2.089], [1.377, 0.392, -0.626], [-0.768, -0.378, -0.485], [-0.551, 2.962, -7.361], [-7.273, 0.513, -4.697], [-7.596, -0.384, -4.384], [0.955, -7.035, 3.064], [2.697, 1.511, 8.337], [-2.108, 3.710, -0.012], [-1.451, -5.711, 1.466], [-7.846, 1.020, -5.834], [-1.007, -0.205, -1.540], [-0.949, 3.403, -0.991], [0.082, -5.045, 1.917], [2.249, -0.278, 5.319], [4.675, -3.020, 2.277], [0.071, -1.433, 2.338], [0.639, -3.133, 4.053], [0.600, 0.819, 1.431], [2.593, 3.682, -5.936], [0.161, 2.391, 2.129], [2.302, 0.283, 6.150], [2.264, 2.835, -4.463], [-6.670, 2.756, -5.727], [-0.566, 4.359, -1.355], [0.641, -0.095, -2.889], [1.083, 1.138, -1.262], [-7.376, 2.248, -6.222], [1.650, -4.110, 3.037], [-6.561, 0.984, -4.173], [3.788, -3.826, 2.027], [-1.072, 1.344, 1.272], [4.783, 1.231, 3.059], [5.496, 2.473, 0.916], [2.497, 1.709, -2.146], [4.547, 2.149, 0.940], [-2.958, -0.141, 0.329], [-3.013, 3.811, -0.618], [0.362, 3.212, -7.029], [-2.315, 2.921, 0.707], [-2.843, 0.932, -2.882], [0.961, 3.759, -7.619], [6.198, -4.350, 2.125], [5.742, 1.514, 3.141], [5.156, -1.037, 2.741], [-0.140, -6.959, 2.534], [1.973, -3.490, 0.810], [-4.945, 1.439, -1.901], [-1.027, -1.197, -2.005], [4.101, 0.613, 8.794], [1.371, -2.698, 0.964], [-0.743, -8.848, 2.970], [-1.975, 4.675, 0.478], [1.194, -2.064, 0.212], [3.478, -1.393, 2.533], [-1.027, -7.998, 2.519], [5.986, -3.387, 2.311]], "forces_ev_per_a": [[0.7, 1.6, 1.8], [-0.2, -0.2, 0.6], [0.0, -0.1, 0.2], [0.0, 0.0, 0.0], [0.3, 0.0, 0.3], [0.0, 0.1, -0.1], [0.0, -0.2, 0.7], [0.1, 0.0, 0.0], [0.4, -0.1, 0.9], [0.2, -0.2, 0.1], [-0.2, -0.5, -1.4], [0.0, 0.0, 0.1], [-0.2, -1.9, -0.3], [-0.1, -0.1, 0.1], [0.1, 0.0, 0.1], [0.1, 0.2, 0.1], [0.2, 0.3, 0.3], [-0.2, -0.1, -0.3], [0.1, 0.0, 0.0], [0.0, 0.0, 0.0], [-0.3, -0.4, -0.2], [0.0, 0.0, 0.1], [0.3, -0.1, 0.1], [0.0, 0.0, -0.1], [0.0, 0.0, 0.2], [-0.2, 0.1, -0.1], [-0.1, 0.1, 0.0], [0.1, 0.1, 0.0], [-0.1, -0.1, 0.0], [0.0, 0.0, 0.0], [0.2, -0.1, 0.0], [0.0, 0.0, 0.0], [0.3, 0.1, 0.0], [-0.1, 0.1, 0.0], [0.0, 0.0, 0.0], [0.0, 0.0, 0.1], [0.0, 0.0, 0.0], [0.0, 0.1, 0.0], [0.0, 0.0, 0.0], [-0.3, 0.1, -0.5], [0.0, 0.0, 0.0], [0.0, 0.0, 0.0], [-0.2, 0.2, -0.6], [-0.5, -0.3, -0.2], [-0.2, 0.0, 0.0], [-0.1, 0.0, 0.0], [0.2, 0.1, 0.2], [0.0, 0.2, -0.3], [0.0, 0.0, 0.0], [0.0, 0.1, 0.4], [0.0, 0.0, 0.0], [-0.1, -0.1, 0.1], [0.0, 0.0, -0.2], [-0.2, 0.1, -0.4], [0.0, 0.0, 0.0], [0.2, -0.2, -0.1], [0.2, 0.3, 0.0], [-0.9, 0.5, -0.9], [0.0, 0.0, -0.1], [0.3, 0.2, 0.0], [0.0, 0.0, 0.0], [0.0, 0.0, -0.1], [0.0, 0.1, 0.3], [0.2, 0.0, 0.1], [0.0, 0.0, 0.0], [0.0, -0.5, 0.4], [-0.1, -0.1, -0.1], [0.1, 0.0, -0.1], [0.0, 0.0, 0.1], [-0.1, 0.0, -0.1], [0.1, 0.1, 0.0], [0.5, 0.0, -0.8], [0.0, 0.0, 0.0], [0.0, 0.0, 0.0], [0.0, 0.1, 0.0], [0.1, 0.0, 0.0], [0.0, 0.0, 0.0], [0.3, 0.1, 0.2], [-0.5, 0.5, -0.8], [0.2, 0.0, 0.1], [0.0, 0.0, 0.0], [-0.3, 0.0, -0.2], [0.0, 0.0, 0.0], [0.2, -0.2, 0.2], [-0.1, -0.1, -0.1], [0.0, 0.1, 0.0], [0.0, -0.1, 0.0], [0.0, -0.1, -0.1]], "lumo_energy_ev": -3.8, "charge": 1, "multiplicity": 1, "relative_energy_kcal_mol": 0.0, "homo_lumo_gap_ev": 7.6, "total_energy_ev": -77907.8713}